C4H10BF2NO10P3 | ωB97M-V/def2-TZVPD

Values from the calculation:
Lowest unoccupied orbital energy, eV: 2.3
Total charge: -1
HOMO-LUMO gap, eV: 7.9
2S+1: 1
Maximum force, Eh/bohr: 0.1091
HOMO, eV: -5.6164
Calculated total energy, Ha: -2214.53967

Each line ends with the natural charge from an NBO analysis.
Geometry (Å):
C  -0.56  2.69  1.72  -1.0091
P  -0.71  0.77  1.50  1.3300
O  -1.97  0.60  0.27  -0.9724
O  0.80  0.07  0.99  -0.9860
P  1.40  0.80  -0.48  2.3531
O  2.06  2.17  -0.07  -1.0625
O  2.70  -0.29  -1.04  -0.6235
N  3.86  0.26  -0.63  -0.5178
O  0.26  0.88  -1.78  -1.0232
P  0.76  1.97  -3.05  1.3217
C  2.66  2.09  -3.23  -1.0415
O  0.24  1.15  -4.54  -0.9569
H  -0.68  3.25  0.70  0.2371
H  0.50  2.93  2.18  0.2564
H  -1.40  2.97  2.51  0.2475
H  -1.95  -0.38  0.05  0.5106
H  4.47  0.51  -1.45  0.3372
H  4.30  -0.48  -0.02  0.3475
H  3.03  2.88  -2.45  0.2854
H  2.88  2.56  -4.30  0.2528
H  3.23  1.07  -3.21  0.2264
H  0.76  0.27  -4.50  0.4708
B  -2.42  -2.17  2.05  1.2592
O  -2.22  -2.99  3.25  -0.6550
C  -3.02  -4.05  3.15  0.6536
O  -3.10  -4.94  3.99  -0.5580
C  -3.76  -3.99  1.92  0.6555
O  -4.58  -4.81  1.52  -0.5568
O  -3.43  -2.88  1.25  -0.6633
F  -1.18  -2.05  1.31  -0.5647
F  -2.92  -0.85  2.42  -0.5538



C4H10BN | ωB97M-V/def2-TZVPD

Values from the calculation:
ΔE to the lowest compared entry with this formula, charge and spin, kcal/mol: 134.51
Lowest unoccupied orbital energy (spin up / spin down), eV: 0.2 / -0.4
Total charge: 0
HOMO-LUMO gap (spin up / spin down), eV: 7.9 / 8.2
2S+1: 1
Maximum force, Eh/bohr: 0.0947
HOMO (spin up / spin down), eV: -7.6559 / -8.6148
Calculated total energy, Ha: -237.81564

Each line ends with the natural charge from an NBO analysis.
Geometry (Å):
B  0.85  -0.48  -0.08  0.6701
C  2.44  -0.61  0.16  -0.5807
C  1.88  0.76  -0.11  -0.5926
C  -1.51  -1.69  0.14  -0.4358
C  -1.41  1.78  -0.32  -0.4632
N  -0.35  -0.86  0.05  -0.5884
H  2.67  -0.88  1.18  0.2209
H  3.14  -0.99  -0.52  0.2248
H  2.20  0.91  -1.18  0.2219
H  1.85  1.60  0.47  0.2267
H  -1.12  -2.69  0.27  0.2287
H  -2.22  -1.11  0.72  0.2198
H  -2.02  -1.84  -0.88  0.1877
H  -0.87  2.70  -0.41  0.1568
H  -2.43  1.77  -0.69  0.1548
H  -1.42  1.50  0.69  0.1486



C4H10BNO6S | ωB97M-V/def2-TZVPD

Values from the calculation:
ΔE to the lowest compared entry with this formula, charge and spin, kcal/mol: 0.00
Lowest unoccupied orbital energy, eV: 0.0
Total charge: 0
HOMO-LUMO gap, eV: 10.2
2S+1: 1
Maximum force, Eh/bohr: 0.0593
HOMO, eV: -10.1741
Calculated total energy, Ha: -1087.70741

Each line ends with the natural charge from an NBO analysis.
Geometry (Å):
N  1.23  -2.45  0.84  -0.8041
C  1.06  -1.09  1.38  -0.2355
C  0.87  -0.07  0.19  0.0254
O  2.15  0.55  -0.15  -0.6644
S  1.71  1.59  -1.35  2.4523
O  2.85  2.49  -1.49  -0.8613
O  1.22  1.02  -2.61  -0.8942
O  0.35  2.14  -0.59  -0.6734
C  0.01  1.19  0.46  0.0903
C  -1.51  1.01  0.69  -0.8020
B  -2.19  -0.09  -0.26  1.1560
O  -1.96  -1.47  -0.08  -0.9164
O  -3.07  0.34  -1.28  -0.9032
H  2.12  -2.49  0.35  0.3554
H  0.54  -2.56  0.10  0.3486
H  1.96  -0.75  1.92  0.2207
H  0.15  -1.04  2.01  0.2094
H  0.62  -0.59  -0.76  0.2011
H  0.37  1.72  1.37  0.1995
H  -2.05  1.96  0.56  0.2648
H  -1.64  0.64  1.73  0.2486
H  -1.86  -1.93  -0.91  0.4898
H  -2.92  -0.12  -2.11  0.4926



C4H10BrCrNOSi | ωB97M-V/def2-TZVPD

Values from the calculation:
Lowest unoccupied orbital energy (spin up / spin down), eV: -11.7 / -11.1
Total charge: +2
HOMO-LUMO gap (spin up / spin down), eV: 5.3 / 6.0
2S+1: 3
Expectation value of S²: 2.338
Maximum force, Eh/bohr: 0.1835
HOMO (spin up / spin down), eV: -17.0728 / -17.0820
Calculated total energy, Ha: -4195.48534

Each line ends with the natural charge from an NBO analysis.
Geometry (Å):
C  1.45  -1.18  -0.14  -0.5619
N  1.03  0.07  0.62  -0.5770
C  2.28  0.97  0.57  -0.4625
C  -0.16  0.76  0.00  0.6304
O  -0.35  2.07  0.33  -0.4396
C  -1.28  0.09  -0.99  -0.9969
Si  -3.04  -0.12  -0.20  1.0134
Br  -3.07  0.78  1.95  -0.2514
H  1.50  -0.85  -1.28  0.3509
H  0.54  -1.94  -0.04  0.2035
H  2.47  -1.64  0.24  0.2871
H  2.50  1.09  -0.60  0.2589
H  3.19  0.34  0.99  0.2361
H  2.14  1.99  1.12  0.3136
H  -0.99  -0.94  -1.45  0.2625
H  -1.42  0.85  -1.90  0.3534
H  -3.38  -1.56  -0.19  -0.1278
H  -4.00  0.63  -1.05  -0.0877
Cr  0.60  -1.39  2.02  1.5950